1.
The following is a DFT calculation (ωB97M-V/def2-TZVPD) of C9H8N2 as an isolated structure at a distorted geometry.

Values from the calculation:
**Frontier orbital gap**: 9.52 eV
**Charge**: 0

Geometry as XYZ:
```
19
Properties=species:S:1:pos:R:3:forces:R:3
C -3.1249 -0.0084 -0.0087 1.044 2.853 -0.412
C -2.3840 1.2236 0.2593 -6.170 -1.307 0.202
C -1.0944 1.2062 0.2357 7.431 5.431 2.022
C -0.3107 0.1396 0.0019 0.285 -4.012 -0.993
C -1.0386 -1.0757 -0.3207 -1.852 8.715 3.472
C -2.3989 -1.1273 -0.3543 -1.244 1.456 0.969
C 1.2133 0.1784 0.0029 -5.934 1.292 -1.269
C 3.2574 -0.5609 0.2926 -0.711 2.523 -1.831
C 3.2974 0.5964 -0.4476 -3.664 0.392 0.721
H -4.1866 0.0784 -0.1916 -0.144 -0.273 0.493
H -2.8827 2.1517 0.5590 -0.157 -0.508 -0.364
H -0.3217 2.2997 0.5686 -2.856 -3.304 -1.180
H -0.6533 -1.8130 -0.6945 5.128 -8.070 -3.493
H -2.9488 -1.9997 -0.5906 -0.115 -0.938 -0.458
H 1.6753 -1.6566 0.9897 -0.783 1.351 -0.543
H 4.0668 -1.1937 0.5427 0.187 -0.683 0.553
H 4.0746 1.2626 -0.7412 0.441 -0.077 -0.323
N 1.8961 -0.7632 0.5152 4.172 -6.009 3.147
N 1.8637 1.0618 -0.6183 4.943 1.168 -0.712
```
Positions in Å, forces in eV/Å.

Want to see where the charge sits? The Löwdin charges in e are: number 1, C, carries -0.043; number 2, C, carries -0.104; number 3, C, carries -0.137; number 4, C, carries -0.109; number 5, C, carries -0.008; number 6, C, carries -0.092; number 7, C, carries -0.455; number 8, C, carries -0.089; number 9, C, carries -0.050; number 10, H, carries 0.096; number 11, H, carries 0.110; number 12, H, carries 0.214; number 13, H, carries 0.015; number 14, H, carries 0.098; number 15, H, carries 0.182; number 16, H, carries 0.092; number 17, H, carries 0.075; number 18, N, carries 0.078; number 19, N, carries 0.128



2.
The following is a DFT calculation (ωB97M-V/def2-TZVPD) of one molecule with the formula C4H7NO2.

Values from the calculation:
**SMILES**: CO/C(C=O)=C\N
**Frontier orbital gap**: 9.22 eV
**Charge**: 0

Geometry as XYZ:
```
14
Properties=species:S:1:pos:R:3:forces:R:3
C 1.0778 -0.5361 1.8117 -0.263 0.136 -0.373
C -0.1071 -0.1862 -0.1695 -0.179 0.729 -0.508
C 0.1006 0.9290 -0.9189 0.336 -0.380 0.270
C -1.4526 -0.7394 0.0142 0.233 -0.047 0.034
H 1.9243 -1.1031 2.1539 0.298 -0.200 0.351
H 1.2519 0.5348 1.9683 -0.076 -0.118 0.065
H 0.1638 -0.8481 2.3431 0.302 0.089 -0.173
H -0.7382 1.4024 -1.4180 0.076 -0.019 0.150
H 2.0943 0.8271 -0.8487 0.096 0.326 -0.084
H 1.5033 2.1555 -1.8113 -0.039 -0.581 0.492
H -1.4409 -1.7009 0.5902 -0.216 0.272 -0.200
N 1.3502 1.4781 -1.0643 -0.422 0.035 -0.389
O 0.9913 -0.8148 0.4063 -0.579 0.071 0.165
O -2.4815 -0.2374 -0.4004 0.433 -0.313 0.200
```
Positions in Å, forces in eV/Å.

Want to see where the charge sits? The Löwdin charges in e are: number 1, C, carries -0.070; number 2, C, carries -0.303; number 3, C, carries -0.087; number 4, C, carries -0.237; number 5, H, carries 0.082; number 6, H, carries 0.095; number 7, H, carries 0.092; number 8, H, carries 0.133; number 9, H, carries 0.097; number 10, H, carries 0.104; number 11, H, carries 0.131; number 12, N, carries 0.089; number 13, O, carries -0.144; number 14, O, carries 0.019



3.
The following is a DFT calculation (ωB97M-V/def2-TZVPD) of one molecule with the formula C6H9N at a distorted geometry.

Values from the calculation:
**Frontier orbital gap**: 8.44 eV
**Charge**: 0

Geometry as XYZ:
```
16
Properties=species:S:1:pos:R:3:forces:R:3
C 0.4808 1.3075 -0.0243 -0.809 -0.044 0.650
C 1.4576 -0.7032 -1.0715 0.955 -2.224 -0.901
C 0.1932 -0.7747 -1.8967 0.018 -0.293 -0.099
C -0.8569 -0.5926 -1.0905 0.431 0.461 -0.056
C -0.1611 -0.1911 0.1987 -0.168 1.334 0.150
C -0.8511 -0.1392 1.5356 -0.152 -0.016 0.063
N 1.0071 -1.1096 0.1394 0.485 1.081 -0.265
H 1.3222 1.5020 0.6609 -0.494 -0.249 0.092
H 0.8448 1.6644 -1.0128 -0.426 -1.080 0.366
H -0.3539 1.9439 0.2273 -0.077 0.744 0.219
H 0.2641 -0.9636 -2.9589 -0.254 -0.073 0.052
H -1.9327 -0.6644 -1.2640 0.424 0.338 0.003
H -0.1259 0.2050 2.2835 -0.219 -0.075 -0.016
H -1.6419 0.6115 1.4678 -0.036 -0.121 0.217
H -1.2721 -1.0916 1.8653 0.044 0.023 -0.161
H 1.6256 -1.0044 0.9403 0.278 0.192 -0.313
```
Positions in Å, forces in eV/Å.

Want to see where the charge sits? The Löwdin charges in e are: number 1, C, carries -0.055; number 2, C, carries -0.042; number 3, C, carries -0.117; number 4, C, carries -0.017; number 5, C, carries -0.531; number 6, C, carries -0.044; number 7, N, carries 0.001; number 8, H, carries 0.083; number 9, H, carries 0.088; number 10, H, carries 0.061; number 11, H, carries 0.086; number 12, H, carries 0.113; number 13, H, carries 0.086; number 14, H, carries 0.084; number 15, H, carries 0.086; number 16, H, carries 0.117



4.
The following is a DFT calculation (ωB97M-V/def2-TZVPD) of one molecule with the formula C6H9N at a distorted geometry.

Values from the calculation:
**SMILES**: C[C@@H]1[C@H](C)[C@@H]1C#N
**Frontier orbital gap**: 11.19 eV
**Charge**: 0

Geometry as XYZ:
```
16
Properties=species:S:1:pos:R:3:forces:R:3
C -1.1881 0.6281 -1.1950 -0.082 -0.015 0.085
C -0.0805 -0.3833 -1.0452 -0.072 0.012 -0.018
C 1.0301 -0.2014 -0.0614 -0.074 -0.252 0.315
C 0.9176 0.8791 1.0050 0.708 0.642 -0.861
C 0.0870 -1.3359 0.1301 -0.170 -0.465 0.202
C -0.6226 -1.1323 1.3646 -1.172 -0.958 0.678
N -1.1662 -1.0309 2.3800 0.404 0.038 -0.751
H -1.3518 1.1767 -0.2659 -0.091 -0.080 -0.137
H -0.9187 1.3557 -1.9706 -0.073 -0.147 0.135
H -2.1290 0.1517 -1.4782 0.058 0.045 -0.012
H 0.1913 -0.8761 -1.9810 0.081 0.153 0.284
H 2.0552 -0.3849 -0.4045 -0.444 -0.058 0.284
H 1.4089 0.6075 1.9643 0.250 0.371 -0.952
H 1.3934 1.5659 0.3070 0.685 1.542 1.428
H -0.0437 1.3271 1.3059 0.184 -0.722 -0.619
H 0.4170 -2.3468 -0.0552 -0.193 -0.107 -0.060
```
Positions in Å, forces in eV/Å.

Want to see where the charge sits? The Löwdin charges in e are: number 1, C, carries -0.052; number 2, C, carries -0.241; number 3, C, carries -0.284; number 4, C, carries -0.083; number 5, C, carries -0.199; number 6, C, carries -0.226; number 7, N, carries 0.164; number 8, H, carries 0.069; number 9, H, carries 0.085; number 10, H, carries 0.082; number 11, H, carries 0.140; number 12, H, carries 0.146; number 13, H, carries 0.100; number 14, H, carries 0.085; number 15, H, carries 0.076; number 16, H, carries 0.140



5.
The following is a DFT calculation (ωB97M-V/def2-TZVPD) of C29H31BrN2O3P2STi as an isolated structure.

Values from the calculation:
**Frontier orbital gap (spin up / spin down)**: 5.05 / 7.30 eV
**Charge**: 0
**Spin multiplicity**: 3

Geometry as XYZ:
```
70
Properties=species:S:1:pos:R:3:forces:R:3
Ti -0.2509 -0.0978 0.0816 0.383 -0.248 -0.516
Br 6.1646 3.0438 -1.8271 -0.033 -0.045 0.002
C 4.7037 1.9229 -1.3496 0.088 0.063 -0.026
C 4.6264 0.6386 -1.8773 -0.104 0.041 0.084
C 3.5436 -0.1486 -1.5146 0.046 -0.197 -0.122
C 2.5467 0.3130 -0.6672 -0.084 0.052 0.031
O 1.4979 -0.4891 -0.4073 -0.055 0.209 0.029
C 2.6396 1.6193 -0.1103 -0.013 -0.059 0.008
C 1.7088 2.1465 0.8323 -0.167 -0.161 0.029
N 0.6033 1.4691 1.2183 0.192 0.107 0.027
C -0.0246 1.7255 2.3969 -0.174 -0.128 0.236
C 0.0426 2.8821 3.1728 0.063 0.065 -0.024
C -0.6478 2.9687 4.3906 0.024 0.034 0.001
C -1.3863 1.9271 4.8918 0.003 -0.028 -0.019
C -1.4624 0.7212 4.1516 0.023 -0.094 0.040
C -2.1581 -0.4255 4.5831 -0.028 0.134 0.126
C -2.1945 -1.5480 3.8018 -0.004 -0.144 -0.113
C -1.5566 -1.5346 2.5560 -0.088 -0.020 0.173
N -0.8869 -0.4811 2.1215 -0.202 -0.004 0.198
C -0.8103 0.6324 2.9062 0.134 0.149 -0.191
C 3.7524 2.4030 -0.4826 -0.027 0.017 0.033
H 5.3886 0.2621 -2.5435 0.010 0.010 -0.003
H 3.4485 -1.1607 -1.8905 0.009 0.015 -0.010
H 2.0132 3.0297 1.3842 -0.041 0.069 -0.054
H 0.6232 3.7270 2.8290 -0.011 0.015 0.033
H -0.5847 3.8899 4.9570 0.010 0.008 -0.017
H -1.8999 2.0044 5.8409 0.004 -0.002 -0.006
H -2.6670 -0.4039 5.5401 0.009 0.008 -0.010
H -2.7222 -2.4357 4.1217 0.011 -0.004 -0.024
H -1.6167 -2.3743 1.8790 -0.002 -0.011 -0.025
H 3.8470 3.4024 -0.0763 0.007 -0.008 -0.004
C -3.9496 0.4485 -0.7975 0.046 -0.017 0.030
P -2.5716 1.2743 0.0662 -0.080 0.065 -0.006
C -3.3885 1.9069 1.5672 0.057 -0.029 0.025
C -2.2984 2.7857 -0.9292 -0.010 -0.017 -0.041
C -1.8484 2.3862 -2.3350 0.008 0.007 0.022
P -0.4112 1.2233 -2.2703 0.051 0.040 0.054
C -0.6456 0.2246 -3.7753 0.020 -0.049 0.038
C 0.9622 2.3185 -2.7696 -0.028 0.007 0.019
H -4.7598 1.1442 -1.0215 -0.009 0.007 0.010
H -4.3202 -0.3504 -0.1539 -0.020 -0.007 -0.024
H -3.5916 -0.0208 -1.7134 -0.026 -0.001 -0.012
H -4.2948 2.4609 1.3189 -0.005 -0.009 -0.033
H -2.7058 2.5547 2.1189 -0.017 -0.001 0.013
H -3.6476 1.0609 2.2055 -0.022 0.030 0.031
H -1.5149 3.3578 -0.4232 -0.010 0.020 0.011
H -3.2020 3.3994 -0.9577 -0.004 0.019 0.004
H -1.5706 3.2636 -2.9219 -0.013 -0.007 -0.032
H -2.6632 1.8892 -2.8653 -0.007 -0.015 0.004
H -0.9264 0.8507 -4.6237 0.018 0.008 -0.003
H -1.4057 -0.5348 -3.5926 -0.002 0.002 -0.008
H 0.2933 -0.2808 -4.0045 -0.001 -0.023 -0.016
H 0.7405 2.7813 -3.7330 -0.003 0.001 -0.001
H 1.8873 1.7471 -2.8427 0.008 0.012 -0.016
H 1.1075 3.0909 -2.0144 0.007 0.010 -0.011
O 2.9658 -7.0699 -0.4675 0.013 0.017 0.047
C 3.0384 -5.9045 -1.1558 -0.133 -0.109 -0.123
O 4.0021 -5.6760 -1.8300 0.075 0.060 0.022
C 1.8645 -4.9872 -1.0531 0.030 0.024 0.057
C 1.7200 -4.0077 -2.0319 0.065 -0.019 -0.034
C 0.6659 -3.1203 -1.9884 -0.114 0.038 -0.013
C -0.2814 -3.1673 -0.9597 0.081 -0.043 0.046
S -1.6225 -2.0086 -0.8975 0.119 0.111 0.034
C -0.1277 -4.1506 0.0183 -0.041 0.008 0.004
C 0.9292 -5.0463 -0.0267 -0.016 -0.002 0.031
H 2.0899 -7.1717 -0.0783 0.004 0.013 0.000
H 2.4574 -3.9637 -2.8233 -0.018 0.024 -0.002
H 0.5632 -2.3613 -2.7519 0.010 0.009 -0.027
H -0.8470 -4.2103 0.8245 0.000 -0.031 0.003
H 1.0261 -5.7660 0.7795 -0.014 0.005 0.007
```
Positions in Å, forces in eV/Å.

Want to see where the charge sits? The Löwdin charges in e are: number 1, Ti, carries 0.599; number 2, Br, carries 0.710; number 3, C, carries -0.700; number 4, C, carries -0.128; number 5, C, carries -0.016; number 6, C, carries -0.336; number 7, O, carries -0.232; number 8, C, carries -0.184; number 9, C, carries -0.079; number 10, N, carries -0.064; number 11, C, carries -0.266; number 12, C, carries -0.029; number 13, C, carries -0.090; number 14, C, carries -0.058; number 15, C, carries -0.176; number 16, C, carries -0.005; number 17, C, carries -0.041; number 18, C, carries -0.120; number 19, N, carries -0.006; number 20, C, carries -0.188; number 21, C, carries -0.103; number 22, H, carries 0.099; number 23, H, carries 0.118; number 24, H, carries 0.108; number 25, H, carries 0.097; number 26, H, carries 0.105; number 27, H, carries 0.106; number 28, H, carries 0.121; number 29, H, carries 0.108; number 30, H, carries 0.064; number 31, H, carries 0.106; number 32, C, carries -0.276; number 33, P, carries 0.820; number 34, C, carries -0.231; number 35, C, carries -0.402; number 36, C, carries -0.395; number 37, P, carries 0.858; number 38, C, carries -0.261; number 39, C, carries -0.237; number 40, H, carries 0.054; number 41, H, carries 0.047; number 42, H, carries 0.013; number 43, H, carries 0.054; number 44, H, carries 0.041; number 45, H, carries 0.048; number 46, H, carries 0.084; number 47, H, carries 0.088; number 48, H, carries 0.085; number 49, H, carries 0.075; number 50, H, carries 0.051; number 51, H, carries 0.021; number 52, H, carries 0.044; number 53, H, carries 0.053; number 54, H, carries 0.040; number 55, H, carries 0.049; number 56, O, carries 0.110; number 57, C, carries -0.482; number 58, O, carries 0.118; number 59, C, carries -0.145; number 60, C, carries -0.011; number 61, C, carries -0.107; number 62, C, carries -0.657; number 63, S, carries 0.564; number 64, C, carries -0.107; number 65, C, carries -0.029; number 66, H, carries 0.088; number 67, H, carries 0.123; number 68, H, carries 0.089; number 69, H, carries 0.090; number 70, H, carries 0.112



6.
The following is a DFT calculation (ωB97M-V/def2-TZVPD) of one molecule with the formula C5H6IN3 at a distorted geometry.

Values from the calculation:
**Frontier orbital gap (spin up / spin down)**: 6.23 / 8.74 eV
**Charge**: 0

Geometry as XYZ:
```
15
Properties=species:S:1:pos:R:3:forces:R:3
C -3.4936 2.4545 -0.0497 2.292 -0.195 0.236
C -1.1158 1.9466 -0.1162 -1.591 3.197 -1.012
C 0.0707 1.2405 0.0100 3.550 0.328 1.532
C -0.0366 -0.1629 0.5270 -3.176 -1.003 -0.489
C -0.6143 -1.0384 -0.6128 4.298 -3.303 0.338
N -4.5791 2.8060 -0.1017 -1.521 0.535 -0.161
N -2.3085 1.8946 0.1333 -0.542 -0.393 0.428
N -1.8531 -0.7278 -1.1189 -1.211 0.486 -0.962
I -3.4455 -0.7711 0.1122 0.101 -0.997 -0.022
H 0.7942 1.5088 -0.8066 -0.980 -1.112 -0.176
H 0.7769 1.6808 0.7694 -1.253 0.656 -0.080
H 0.9433 -0.4047 0.8696 0.387 -1.074 0.429
H -0.9048 -0.2752 1.2990 2.048 0.693 -0.581
H 0.2309 -1.0655 -1.4369 -1.903 0.384 0.852
H -0.5371 -2.1678 -0.2630 -0.500 1.800 -0.333
```
Positions in Å, forces in eV/Å.

Want to see where the charge sits? The Löwdin charges in e are: number 1, C, carries -0.407; number 2, C, carries -0.054; number 3, C, carries -0.242; number 4, C, carries -0.218; number 5, C, carries -0.492; number 6, N, carries 0.150; number 7, N, carries 0.001; number 8, N, carries -0.456; number 9, I, carries 0.947; number 10, H, carries 0.147; number 11, H, carries 0.146; number 12, H, carries 0.100; number 13, H, carries 0.097; number 14, H, carries 0.139; number 15, H, carries 0.141



Question: Look up the charge of the first one.
Answer: 0